(1)
# C33H72ClN4O6S

4 unconnected molecules or ions with the total composition C33H72ClN4O6S (ωB97M-V/def2-TZVPD, the OMol25 dataset).

Structure (XYZ):
```
117
Properties=species:S:1:pos:R:3:mulliken_charge:R:1
C 5.40108 -4.16014 1.14543 -1.028
C 5.08773 -3.55418 -0.22317 -0.411
C 4.34812 -2.22062 -0.14123 -0.426
O 3.45220 -2.16539 0.97776 -0.362
C 2.08105 -2.16788 0.68700 1.389
C 1.63475 -3.49294 0.00329 -0.770
C 1.01370 -3.36867 -1.37418 -1.000
C 1.77369 -3.85011 -2.57247 -1.394
N -0.15555 -2.85749 -1.37399 -0.179
C 1.63594 -0.84190 0.03084 -1.744
C 0.22651 -0.52882 0.54911 0.654
C -0.04523 0.85742 1.15500 -1.194
C 0.78387 2.02495 0.60202 -1.258
C 0.27834 2.63409 -0.71566 -0.653
C -0.25296 1.65453 -1.76027 0.154
N -0.81996 2.30645 -2.94047 -0.494
N -0.01194 -1.67905 1.54246 0.814
C -1.10419 -1.53145 2.55922 -1.031
C -2.02480 -2.74908 2.54334 -0.975
C -3.17626 -2.63819 1.52104 -0.592
C -3.21642 -3.81540 0.54767 -0.703
S -4.82490 -4.25694 -0.08534 0.989
O -4.75031 -5.56957 -0.62661 -0.531
O -5.33687 -3.14691 -0.81713 -0.527
Cl -5.91119 -4.40042 1.63261 -0.136
C 1.36714 -2.03308 2.04055 -0.942
C 1.45341 -3.18748 3.02338 -0.966
C 2.32922 -3.01134 4.27249 0.405
C 3.35459 -1.90721 4.37276 -0.987
N 2.24372 -3.82754 5.23910 -0.719
H 6.25868 -4.82748 1.07824 0.407
H 5.63620 -3.39180 1.88198 0.205
H 4.56526 -4.74314 1.53283 0.269
H 4.50359 -4.26570 -0.81184 0.100
H 6.01301 -3.38474 -0.77576 0.491
H 3.79348 -2.02549 -1.06409 0.137
H 5.05359 -1.39875 -0.01746 0.480
H 0.83996 -3.96394 0.58908 0.326
H 2.47386 -4.18465 0.04837 1.211
H 1.11214 -3.98436 -3.42651 0.435
H 2.27584 -4.79387 -2.36120 0.312
H 2.54496 -3.12540 -2.84582 0.277
H -0.55092 -2.79383 -2.31239 0.284
H 1.65296 -0.82555 -1.05604 0.374
H 2.36714 -0.11721 0.38235 0.700
H -0.47922 -0.73451 -0.25151 0.492
H 0.09584 0.81824 2.23862 0.611
H -1.10124 1.08900 0.99449 0.400
H 1.83184 1.74156 0.50842 0.392
H 0.76803 2.80910 1.35927 0.380
H 1.10070 3.19366 -1.16792 0.477
H -0.50674 3.36381 -0.49977 0.390
H 0.56481 1.00461 -2.09513 -0.108
H -1.02036 1.01765 -1.31336 0.084
H -1.83002 2.32923 -2.88224 0.240
H -0.53131 3.27897 -2.99357 0.228
H -0.30680 -2.43131 0.90647 -0.233
H -0.64713 -1.37062 3.53374 0.452
H -1.65998 -0.63470 2.30013 0.553
H -1.43572 -3.64803 2.33942 0.371
H -2.42245 -2.88045 3.54966 0.538
H -3.08406 -1.71550 0.94528 0.223
H -4.12354 -2.56022 2.05269 0.802
H -2.79288 -4.73572 0.94747 0.475
H -2.69558 -3.56748 -0.38236 -0.053
H 1.73373 -1.09838 2.46766 0.879
H 0.45661 -3.46136 3.37092 0.384
H 1.84964 -4.06497 2.50706 0.488
H 3.19518 -1.35829 5.29935 0.339
H 3.36270 -1.20796 3.54138 0.223
H 4.34345 -2.36054 4.43168 0.311
H 1.53762 -4.54870 5.08664 0.247
C 0.79846 3.37173 -7.12478 -1.143
C -0.17727 3.63001 -5.99054 -0.251
O 0.20259 4.67814 -5.11028 -0.351
C 0.34989 5.96339 -5.69975 0.017
C -0.91331 6.50089 -6.34646 -1.269
H 1.79654 3.16502 -6.73500 0.304
H 0.46532 2.50763 -7.70118 0.401
H 0.87016 4.21621 -7.81106 0.276
H -0.24192 2.75523 -5.34457 0.340
H -1.18160 3.80853 -6.39216 0.277
H 1.17577 5.96224 -6.41954 0.337
H 0.64627 6.61714 -4.87931 -0.025
H -1.23601 5.89423 -7.19344 0.320
H -0.72878 7.51072 -6.71392 0.402
H -1.72927 6.54063 -5.62327 0.328
C 2.65713 7.88530 -2.07687 -1.119
C 3.00308 7.97317 -3.55392 -0.325
O 2.21785 8.90011 -4.27974 -0.369
C 2.30289 10.25387 -3.86152 -0.380
C 3.69914 10.84346 -3.94670 -1.026
H 1.60061 7.64600 -1.94455 0.294
H 3.25402 7.10156 -1.60760 0.397
H 2.86432 8.81686 -1.54919 0.307
H 2.80406 7.01427 -4.03494 0.312
H 4.07250 8.17648 -3.68054 0.348
H 1.90220 10.37020 -2.84802 0.307
H 1.63184 10.78866 -4.53348 0.324
H 4.39708 10.35075 -3.26869 0.265
H 3.66664 11.89894 -3.67402 0.390
H 4.09044 10.76093 -4.96128 0.291
C -6.03630 -6.63461 7.56997 -0.999
C -5.92151 -5.12141 7.57743 -0.330
O -5.32907 -4.57817 6.40486 -0.423
C -6.00326 -4.84637 5.18928 0.347
C -7.42627 -4.31935 5.12763 -1.111
H -5.05848 -7.09557 7.42463 0.280
H -6.43874 -6.97383 8.52498 0.391
H -6.70533 -6.99432 6.78738 0.258
H -5.26568 -4.80047 8.38640 0.327
H -6.90092 -4.66580 7.75830 0.297
H -5.98634 -5.91851 4.96044 0.296
H -5.39220 -4.35087 4.43244 -0.302
H -8.07424 -4.80712 5.85591 0.330
H -7.85046 -4.50754 4.13984 0.385
H -7.44918 -3.24515 5.31602 0.298
```

Max |F|: 0.0088 hartree/bohr
Kohn-Sham gap: 8.862 eV
M: 688.5 g/mol
Total charge: +1


(2)
# C5H11NO

C5H11NO in the gas phase in a non-equilibrium geometry (ωB97M-V/def2-TZVPD, the OMol25 dataset).

Structure (XYZ):
```
18
Properties=species:S:1:pos:R:3:nbo_charge:R:1
C 1.88052 1.50227 -0.83410 -0.410
N 0.81321 0.50169 -0.90432 -0.632
C 0.13326 -0.30058 0.13257 -0.045
C -1.23020 -0.71935 -0.43297 -0.519
C -1.65572 -2.09190 0.05654 0.453
O -0.87488 -2.88228 0.51653 -0.522
C -0.10836 0.38199 1.49800 -0.630
H 2.76646 1.04671 -0.38500 0.193
H 2.16559 1.73276 -1.86807 0.205
H 1.58774 2.41995 -0.31515 0.170
H 0.08761 1.00183 -1.40619 0.336
H 0.84658 -1.08837 0.33501 0.210
H -1.27848 -0.85723 -1.53098 0.243
H -2.03824 -0.04705 -0.16255 0.218
H -2.71431 -2.33907 -0.14902 0.105
H -0.78645 1.24439 1.38046 0.194
H 0.88605 0.75320 1.76433 0.210
H -0.48037 -0.25894 2.30491 0.221
```

Max |F|: 0.0409 hartree/bohr
Kohn-Sham gap: 9.613 eV
M: 101.1 g/mol


(3)
# C3H2BrN2S

A molecular structure, C3H2BrN2S in a non-equilibrium geometry (ωB97M-V/def2-TZVPD, the OMol25 dataset).

Structure (XYZ):
```
9
Properties=species:S:1:pos:R:3:nbo_charge:R:1
C 0.66985 0.32538 -0.90894 -0.101
C -0.57004 -0.62615 0.67516 0.064
C 1.56754 -1.11404 0.18343 0.000
N -0.44783 0.27834 -0.25992 -0.465
N 0.56552 -1.41128 0.94584 -0.497
S 0.38649 -2.70885 2.12368 -0.424
Br 3.10612 -2.18563 -0.06820 0.034
H 1.34500 1.16107 -1.11769 0.187
H -1.55343 -0.66131 1.23622 0.200
```

Max |F|: 0.0880 hartree/bohr
Kohn-Sham gap (spin up / spin down): 6.657 / 6.657 eV
M: 178.0 g/mol
Total charge: -1


(4)
# C13H23CdCl8FO13S

A molecular structure, C13H23CdCl8FO13S in a non-equilibrium geometry (ωB97M-V/def2-TZVPD, the OMol25 dataset).

Structure (XYZ):
```
60
Properties=species:S:1:pos:R:3:nbo_charge:R:1
Cd 1.61739 -1.47259 0.26284 1.781
S -0.71033 -0.25126 0.45306 2.623
O 0.31718 -0.33189 -0.57969 -1.209
O -1.95589 -0.80642 0.01463 -1.033
O -0.03419 -1.16548 1.37546 -1.179
O -0.84045 1.05089 1.08421 -1.034
C 1.67816 0.72728 3.45124 -0.285
O 2.86629 1.24232 2.90898 -0.458
C 3.36912 0.74558 1.81867 1.048
O 2.75948 0.08019 1.00381 -0.787
O 4.71360 1.00557 1.81846 -0.471
C 5.40574 0.47726 0.68807 -0.267
H 0.77093 0.90103 2.87006 0.242
H 1.40150 1.04207 4.45573 0.217
H 1.79629 -0.35789 3.46655 0.179
H 6.38828 0.94446 0.74275 0.210
H 4.92806 0.68858 -0.26647 0.194
H 5.57666 -0.57305 0.92653 0.192
C 2.97836 0.36773 -3.31550 -0.278
O 3.77893 -0.79158 -3.17614 -0.498
C 3.82754 -1.60195 -2.12594 1.060
O 3.16773 -1.57222 -1.11327 -0.761
O 4.87478 -2.44779 -2.21055 -0.486
C 5.68929 -2.45533 -3.42707 -0.262
H 3.37983 1.33068 -3.00206 0.211
H 2.04369 0.18387 -2.78486 0.223
H 2.75178 0.46352 -4.37635 0.214
H 5.18370 -2.83440 -4.31327 0.206
H 6.49639 -3.16392 -3.24469 0.209
H 6.17410 -1.49387 -3.58482 0.201
C -3.96057 -3.04197 1.43118 -0.138
C -2.67955 -3.79347 1.80125 0.428
O -2.85732 -4.87924 0.89889 -0.492
C -4.12586 -5.10765 0.67473 0.968
O -4.54350 -6.06265 0.07171 -0.571
O -4.86870 -4.07044 1.14505 -0.478
F -2.82410 -4.12186 3.12928 -0.350
H -3.75122 -2.33687 0.62515 0.219
H -4.34980 -2.48044 2.28010 0.210
H -1.73786 -3.25514 1.71340 0.201
C -4.59651 1.44863 1.08586 -0.388
Cl -4.93893 1.37476 2.81089 -0.019
Cl -5.98606 2.03339 0.08194 -0.044
H -3.74353 2.10856 0.95365 0.218
H -4.27695 0.45153 0.79266 0.234
C -0.28673 3.10196 -1.65890 -0.393
Cl -1.01308 4.72116 -1.72215 -0.016
Cl 0.97712 2.81165 -2.85091 -0.062
H 0.11339 2.85264 -0.68003 0.243
H -1.08139 2.40823 -1.92105 0.229
C -1.91708 4.01628 2.67357 -0.372
Cl -1.05819 5.56948 2.25528 -0.063
Cl -3.31980 4.30771 3.67541 -0.010
H -2.22381 3.54387 1.74379 0.224
H -1.25900 3.38459 3.26138 0.221
C -3.96117 0.96481 -2.74487 -0.392
Cl -3.68158 2.73531 -2.82350 -0.032
Cl -5.12581 0.25536 -3.87462 -0.023
H -3.01975 0.44300 -2.89962 0.222
H -4.29664 0.68543 -1.74989 0.225
```

Max |F|: 0.1362 hartree/bohr
Kohn-Sham gap: 8.596 eV
M: 834.4 g/mol


(5)
# C10H14N4

C10H14N4 in the gas phase in a non-equilibrium geometry (ωB97M-V/def2-TZVPD, the OMol25 dataset).

Structure (XYZ):
```
28
Properties=species:S:1:pos:R:3:nbo_charge:R:1
C -3.58495 0.19806 -1.23186 -0.352
C -3.91387 0.39368 0.11745 -0.035
C -2.32272 -0.31724 -1.17029 -0.007
C 1.26820 -1.56315 -0.38898 0.159
C 0.32107 0.98763 0.44941 0.337
C 2.22291 -0.62566 0.30551 -0.471
C 1.66426 0.81407 -0.04829 -0.288
C -0.64466 -0.60179 0.60236 0.239
C 1.84736 1.16103 -1.63148 -0.600
C -0.70834 -1.00626 2.00481 -0.659
N -2.92872 0.05759 0.91543 -0.286
N 0.02793 -1.55128 -0.24612 -0.441
N -0.04007 2.13049 0.70647 -0.625
N -1.96559 -0.41682 0.10575 -0.211
H -4.00662 0.51728 -2.13231 0.227
H -4.82448 0.57715 0.52539 0.200
H -1.54847 -0.56138 -1.97890 0.234
H 1.58581 -2.24764 -1.17832 0.186
H 1.91270 -0.70190 1.38399 0.224
H 3.18657 -0.83349 0.17778 0.221
H 2.28780 1.54941 0.52076 0.236
H 1.22388 0.31679 -2.05397 0.205
H 2.82162 0.97813 -2.07407 0.211
H 1.67425 2.17448 -1.84444 0.227
H -1.60630 -0.69956 2.50428 0.269
H 0.09445 -0.53016 2.56744 0.215
H -0.59127 -2.12343 2.07646 0.226
H -0.92997 2.28384 1.05755 0.358
```

Max |F|: 0.1267 hartree/bohr
Kohn-Sham gap: 9.329 eV
M: 190.3 g/mol


(6)
# C3H10N3O2

A gas-phase ion, C3H10N3O2 (charge +1) in a non-equilibrium geometry (ωB97M-V/def2-TZVPD, the OMol25 dataset).

Structure (XYZ):
```
18
Properties=species:S:1:pos:R:3:nbo_charge:R:1
C -2.69792 -0.58112 -0.61121 -0.445
C 3.06022 -0.74495 0.07716 -0.243
C 1.01449 0.33787 0.48002 0.448
N 0.10383 1.28581 0.22984 0.117
N -1.21443 0.99216 0.62303 -0.308
N -1.56826 -0.26554 0.34649 -0.477
O 0.26434 2.54838 -0.19285 -0.480
O 2.24737 0.41163 0.10986 -0.406
H -2.45019 -1.03306 -1.59171 0.221
H -3.36814 -1.31713 -0.03671 0.218
H -3.33394 0.36613 -0.84104 0.208
H 2.47164 -1.57208 0.47052 0.186
H 3.91517 -0.57358 0.78814 0.223
H 3.42187 -1.02520 -0.82962 0.216
H 0.40454 -0.51613 0.58643 0.229
H -1.77150 1.86858 0.68662 0.407
H -1.79040 -0.93492 1.03769 0.380
H -0.31292 2.75249 -0.94285 0.505
```

Max |F|: 0.0900 hartree/bohr
Kohn-Sham gap: 9.747 eV
M: 120.1 g/mol
Total charge: +1


Question: Look up the max |F| of the third one.
Answer: 0.0880 hartree/bohr